Record 1
100
Properties=species:S:1:pos:R:3:forces:R:3:mulliken_charge:R:1 method="wB97M-V/def2-TZVPD" gap_ev=4.912 total_charge=-1 lumo_ha=0.056
Ca 0.1918 0.1889 0.1214 -0.772 0.453 -0.243 2.5186
N -1.4060 1.8255 2.2280 0.270 -0.073 0.208 -0.2178
C -0.3819 2.8118 2.6120 -0.095 0.057 0.060 -0.1156
C 0.9920 2.1874 2.4058 0.099 -0.224 -0.267 0.0406
O 1.7966 2.0639 3.3364 -0.026 0.087 0.107 -0.8094
O 1.1870 1.7700 1.2101 0.515 0.432 0.471 -0.3172
H -2.2447 2.2783 1.8804 0.024 0.008 -0.041 0.1378
H -1.6540 1.2859 3.0492 -0.158 -0.031 -0.059 0.1365
H -0.4759 3.1719 3.6396 -0.033 -0.036 -0.006 0.3767
H -0.4713 3.6576 1.9314 0.042 0.028 0.034 -0.0770
N -1.7198 -1.6751 -2.4503 0.042 -0.030 0.074 -0.2622
N -0.5491 -2.1764 -3.0251 0.056 0.077 -0.261 -0.3000
C 0.6755 -2.0659 -2.3435 -0.087 -0.127 0.875 0.0570
O 1.5909 -2.8132 -2.6912 -0.031 0.111 -0.265 -0.7743
O 0.7049 -1.2083 -1.3950 0.180 -0.640 -0.743 -0.8661
H -2.2760 -2.4117 -2.0346 -0.056 -0.001 -0.006 0.2001
H -2.2646 -1.1656 -3.1306 -0.007 0.017 -0.032 0.2337
H -0.6102 -3.0090 -3.5912 -0.005 -0.006 0.017 0.2231
C -2.8924 -3.0953 3.9554 -0.050 -0.121 -0.172 -1.6104
N -2.6029 -2.3325 2.7528 -0.276 0.080 0.006 0.9837
C -1.4224 -2.0351 2.2101 0.215 0.005 -0.066 -0.6049
N -1.5800 -1.2130 1.1933 -0.164 -0.225 0.234 0.0271
C -2.9281 -1.0272 1.1606 0.096 0.182 -0.124 -0.7017
N -3.5904 -1.6801 2.0864 0.155 -0.078 0.126 -1.0265
C -2.7517 -2.2863 5.2181 0.113 0.120 0.126 1.2087
C -3.8629 -1.9493 5.9760 -0.115 -0.030 -0.027 -0.6778
C -3.7305 -1.2008 7.1399 0.134 0.021 0.007 -0.7020
C -2.4794 -0.7770 7.5533 -0.188 -0.043 -0.052 -0.9978
C -1.3622 -1.1072 6.7912 0.434 0.279 0.358 0.0286
C -1.4947 -1.8561 5.6346 -0.136 -0.118 -0.139 0.0995
C -0.0306 -0.6503 7.2347 -0.412 -0.336 -0.522 0.6308
N 0.3052 -0.0832 8.3310 0.884 0.195 0.079 -0.5240
N 1.7080 0.1430 8.2305 -0.898 -0.085 0.188 -0.5073
C 2.0507 -0.3134 7.0840 0.356 -0.184 -0.539 0.5429
O 1.0113 -0.8442 6.3854 0.007 0.160 0.307 -0.1750
C 3.3774 -0.3182 6.4447 -0.372 0.131 0.446 -0.0371
C 4.4486 0.2428 7.1278 0.193 0.003 -0.094 -0.9128
C 5.6898 0.2861 6.5110 -0.139 -0.030 0.026 -0.6280
C 5.8425 -0.2112 5.2256 0.060 0.011 -0.001 -0.8920
C 4.7703 -0.7767 4.5433 0.068 0.057 0.085 0.8716
C 4.9973 -1.2873 3.1387 -0.074 -0.083 -0.148 -1.1170
N 3.7720 -1.5038 2.3940 0.093 -0.186 0.051 1.0872
C 2.7775 -0.6461 2.1778 -0.335 0.202 0.083 -0.9358
N 1.8013 -1.2535 1.5177 0.226 0.043 -0.095 0.4595
C 2.2936 -2.5076 1.3261 -0.069 -0.091 -0.053 -0.8117
N 3.4751 -2.7187 1.8557 0.013 0.191 0.068 -1.1652
C 3.5348 -0.8367 5.1689 0.088 -0.061 -0.167 -0.1217
H -2.2231 -3.9572 3.9640 0.018 0.028 0.046 0.3489
H -3.9110 -3.4613 3.8439 0.013 -0.008 0.020 0.4039
H -0.4834 -2.4210 2.5755 0.012 0.014 -0.046 0.4873
H -3.3918 -0.3719 0.4406 -0.045 -0.025 0.026 0.5758
H -4.8453 -2.2674 5.6472 0.002 0.005 0.006 0.3874
H -4.6050 -0.9386 7.7197 -0.018 -0.011 -0.013 0.3925
H -2.3586 -0.1883 8.4521 0.040 0.003 -0.003 0.5183
H -0.6150 -2.1064 5.0547 0.022 0.017 0.017 0.4186
H 4.2999 0.6529 8.1169 -0.031 -0.006 0.003 0.5202
H 6.5322 0.7287 7.0255 0.012 0.000 -0.013 0.3914
H 6.8090 -0.1441 4.7383 -0.006 -0.005 -0.008 0.4397
H 5.5060 -2.2511 3.1451 0.000 0.013 0.032 0.3718
H 5.6286 -0.5841 2.5925 0.001 0.005 0.014 0.4218
H 2.7467 0.3818 2.5340 0.025 -0.001 -0.025 0.6952
H 1.7749 -3.2633 0.7582 0.004 0.006 -0.013 0.4803
H 2.6849 -1.2584 4.6524 -0.035 0.014 0.030 0.8623
C -2.1300 1.5314 -1.2665 0.380 -0.217 0.107 -1.9004
C -2.5017 2.7281 -0.6988 -0.241 0.084 0.176 1.0897
C -1.6078 3.8350 -0.4754 -0.021 -0.017 -0.045 0.3515
C -2.0141 5.0038 0.1083 0.133 -0.011 -0.045 -0.4554
C -3.3357 5.1964 0.5511 -0.018 0.283 0.118 0.1572
C -4.2335 4.1296 0.3657 -0.123 -0.058 0.019 -0.7563
C -3.8462 2.9585 -0.2240 0.038 -0.034 -0.030 -0.8637
C -3.7402 6.4235 1.1588 0.080 -0.306 -0.131 0.0772
N -4.0642 7.4173 1.6514 -0.024 0.035 0.013 -0.6657
H -1.1363 1.3946 -1.6776 -0.086 0.068 -0.236 0.5443
H -2.8519 0.7561 -1.4847 -0.028 0.015 -0.001 0.3661
H -0.5685 3.7350 -0.7670 0.002 -0.038 -0.017 0.0902
H -1.2889 5.7993 0.2434 -0.038 0.026 0.019 0.4332
H -5.2605 4.2392 0.6970 0.014 0.029 0.008 0.4350
H -4.5784 2.1675 -0.3527 0.008 -0.005 -0.013 0.2754
C 0.9267 2.1211 -3.0475 0.033 -0.207 -0.034 -0.8976
N 1.6984 1.6527 -1.8829 0.020 0.023 0.120 1.7448
C 2.7376 0.7236 -2.3705 0.004 0.004 0.003 -0.7870
N 3.6320 1.3617 -3.3419 -0.068 0.037 -0.021 0.0594
C 2.8090 1.8258 -4.4625 0.032 -0.035 -0.018 -0.6529
N 1.7757 2.7769 -4.0446 0.030 0.013 0.007 0.1181
C 2.4385 3.9104 -3.3964 -0.006 0.033 0.012 -0.6876
N 3.2525 3.5025 -2.2479 -0.042 -0.033 -0.052 0.1438
C 2.3791 2.8194 -1.2908 -0.105 -0.019 0.094 -0.8571
C 4.2435 2.5331 -2.7176 0.054 0.008 0.016 -0.6868
H 0.1534 2.8133 -2.7125 0.040 0.058 -0.036 0.2343
H 0.4390 1.2558 -3.5040 -0.001 0.019 -0.003 -0.0158
H 2.2660 -0.1412 -2.8291 -0.001 0.011 -0.014 0.2506
H 3.3175 0.3669 -1.5160 0.026 0.037 -0.007 -0.0359
H 2.3298 0.9621 -4.9279 -0.004 0.002 0.010 0.3571
H 3.4557 2.3091 -5.1997 -0.005 0.007 0.003 0.3504
H 1.6760 4.6155 -3.0578 0.010 0.002 0.009 0.3769
H 3.0810 4.4111 -4.1253 -0.002 -0.008 -0.006 0.3159
H 1.6221 3.5151 -0.9270 0.031 0.023 -0.006 -0.0701
H 2.9615 2.4863 -0.4322 -0.001 0.002 -0.009 0.1772
H 4.8450 2.2052 -1.8663 -0.001 0.006 -0.003 0.3447
H 4.8995 3.0199 -3.4447 -0.002 0.002 0.007 0.3488

Record 2
90
Properties=species:S:1:pos:R:3:forces:R:3:mulliken_spin:R:1 method="wB97M-V/def2-TZVPD" gap_ev="4.919 / 4.705" total_charge=+1 spin_multiplicity=2 lumo_ha="-0.166 / -0.174"
Fe 0.3184 -0.2732 0.7386 -0.374 0.932 -1.478 0.9581
Cl -1.8323 3.2460 0.3960 0.087 0.263 0.249 -0.0011
C -2.3846 1.7194 -0.1794 0.316 -0.335 0.028 -0.0018
C -1.4900 0.6559 -0.2398 0.513 -1.283 1.503 -0.1022
C -2.0058 -0.5285 -0.7538 -0.455 1.136 0.153 -0.0008
Cl -0.8364 -1.7996 -0.9258 0.601 -0.473 0.662 0.0109
C -3.3172 -0.7077 -1.1586 0.060 -0.060 -0.085 -0.0052
Cl -3.8589 -2.2271 -1.7414 -0.001 -0.104 -0.053 -0.0009
C -4.1839 0.3828 -1.0784 0.037 0.005 -0.028 0.0062
Cl -5.8140 0.2140 -1.5891 0.064 0.007 0.013 0.0008
C -3.7109 1.6070 -0.6026 0.019 0.018 -0.194 -0.0054
Cl -4.7651 2.9661 -0.5722 0.084 -0.087 0.039 -0.0016
C 3.8408 -3.2373 0.5854 0.459 0.107 -0.111 -0.0002
C 2.5760 -2.6539 0.6129 -0.223 0.044 0.021 0.0013
N 2.3669 -1.3586 0.4728 -0.621 0.142 0.652 -0.0110
C 3.4392 -0.5577 0.2841 0.341 -0.394 0.049 0.0138
C 4.7623 -1.0553 0.2307 -0.633 0.213 -0.086 -0.0001
C 4.9453 -2.4378 0.3871 -0.504 -0.135 0.080 -0.0006
C 5.8356 -0.1468 -0.0101 0.099 0.333 -0.060 0.0006
C 5.6052 1.1763 -0.1939 0.228 -0.362 0.073 -0.0003
C 4.2860 1.7121 -0.1200 -0.643 -0.484 0.063 0.0006
C 3.9989 3.0758 -0.2776 -0.521 0.131 0.016 -0.0009
C 2.6885 3.4949 -0.2389 0.416 -0.104 -0.059 0.0017
C 1.6814 2.5583 -0.0085 -0.412 -0.053 0.092 -0.0040
N 1.9218 1.2781 0.1972 -0.766 -0.742 0.593 0.0200
C 3.1986 0.8399 0.1182 0.350 0.542 -0.036 -0.0066
H 3.9393 -4.3030 0.7167 -0.009 -0.082 -0.020 -0.0001
H 1.6945 -3.2610 0.7525 -0.082 -0.113 0.045 0.0012
H 5.9364 -2.8633 0.3423 0.112 -0.015 0.026 0.0000
H 6.8367 -0.5520 -0.0515 0.081 0.055 -0.041 0.0000
H 6.4180 1.8558 -0.4046 0.100 0.022 0.031 -0.0001
H 4.7987 3.7847 -0.4226 0.136 0.065 -0.071 0.0000
H 2.4182 4.5296 -0.3731 0.010 0.097 -0.012 -0.0004
H 0.6417 2.8495 0.0275 0.008 0.072 -0.006 -0.0036
C -0.7002 -3.9336 2.0817 -0.001 0.622 0.302 0.0026
Ge -0.9998 -2.3806 3.3116 -0.233 -0.924 0.194 0.0052
C -2.9554 -2.3734 3.6566 0.628 0.141 -0.082 0.0036
C 0.0388 -2.7285 4.9749 -0.345 0.252 -0.522 0.0071
C -0.4425 -0.5853 2.7082 0.845 0.541 -1.825 0.1007
H -1.3599 -4.7252 2.4237 -0.114 -0.090 0.112 0.0000
H 0.3140 -4.3119 2.1359 0.221 -0.029 0.067 0.0003
H -0.9481 -3.7288 1.0463 -0.069 0.096 -0.109 0.0003
H -3.2074 -3.2595 4.2330 0.001 -0.108 0.060 0.0006
H -3.5195 -2.3999 2.7289 -0.002 -0.001 -0.164 -0.0003
H -3.2648 -1.4994 4.2196 -0.012 0.132 0.104 -0.0001
H -0.1670 -3.7247 5.3529 -0.079 -0.139 0.000 0.0008
H -0.2336 -2.0059 5.7374 -0.057 0.092 0.126 0.0001
H 1.1067 -2.6414 4.7967 0.133 0.000 -0.103 -0.0005
H 0.4476 -0.2068 3.2275 -0.112 -0.071 0.031 0.0138
H -1.2559 0.1435 2.7525 0.113 -0.041 -0.045 0.0003
C -3.6260 0.3320 -6.8134 0.019 0.125 0.196 0.0000
C -3.2449 0.5708 -5.3575 0.041 -0.212 -0.082 -0.0001
C -2.3501 -0.5202 -4.7725 -0.046 0.230 -0.024 0.0016
C -0.9979 -0.6872 -5.4782 -0.384 -0.463 0.426 -0.0001
N -0.3052 0.5672 -5.6593 0.193 0.486 0.081 0.0001
C 0.0652 1.4061 -4.6679 0.275 -0.249 0.853 -0.0013
Se 0.0406 1.0421 -2.8629 0.042 0.173 -0.131 -0.0021
N 0.5648 2.5401 -5.2073 -0.197 -0.436 -0.106 0.0004
C 0.9011 3.7152 -4.4448 -0.049 0.492 0.482 0.0001
C -0.3415 4.5714 -4.1695 0.008 -0.076 -0.270 0.0003
C -0.7607 5.4437 -5.3544 0.067 0.087 0.197 -0.0001
C 0.1452 6.6566 -5.5328 -0.190 -0.183 -0.085 0.0000
C 0.5537 2.4186 -6.5778 -0.133 -0.364 -0.689 -0.0001
C 0.9947 3.2648 -7.5856 -0.083 -0.120 0.150 -0.0002
C 0.8691 2.8151 -8.8845 -0.006 0.012 -0.118 0.0001
C 0.3342 1.5613 -9.1760 0.006 -0.002 -0.042 0.0001
C -0.1029 0.7115 -8.1782 -0.019 0.005 0.203 0.0002
C 0.0023 1.1569 -6.8676 0.354 0.645 -0.535 0.0000
H -4.4154 1.0157 -7.1135 -0.046 0.067 -0.123 0.0000
H -3.9930 -0.6820 -6.9497 -0.067 -0.165 -0.072 0.0000
H -2.7788 0.4874 -7.4759 0.067 -0.011 -0.151 0.0000
H -4.1553 0.6104 -4.7577 -0.003 0.074 0.098 0.0001
H -2.7525 1.5423 -5.2584 -0.044 0.056 0.071 -0.0001
H -2.8699 -1.4782 -4.8170 0.009 -0.117 -0.025 0.0001
H -2.1740 -0.2899 -3.7192 0.024 -0.115 -0.094 -0.0011
H -1.1379 -1.1286 -6.4648 0.097 0.039 0.037 0.0001
H -0.3728 -1.3553 -4.8768 0.022 0.057 -0.161 -0.0002
H 1.6468 4.2811 -5.0011 0.093 -0.036 -0.023 0.0000
H 1.3389 3.3846 -3.4976 0.002 -0.024 -0.245 -0.0002
H -0.1413 5.2171 -3.3127 -0.020 -0.018 0.106 0.0000
H -1.1593 3.8984 -3.8982 0.086 0.007 0.154 -0.0001
H -1.7774 5.7980 -5.1797 -0.067 -0.056 -0.057 0.0000
H -0.7779 4.8514 -6.2721 -0.115 -0.013 0.003 0.0000
H 0.1617 7.2525 -4.6236 0.033 0.106 0.100 0.0000
H -0.2188 7.2838 -6.3414 0.050 0.117 -0.103 0.0000
H 1.1668 6.3668 -5.7654 0.190 0.011 -0.041 0.0000
H 1.4178 4.2329 -7.3713 0.039 0.121 0.049 0.0000
H 1.1943 3.4473 -9.6949 0.055 0.070 -0.091 0.0000
H 0.2671 1.2453 -10.2052 -0.016 -0.036 -0.089 0.0000
H -0.4941 -0.2644 -8.4141 -0.081 -0.112 -0.046 0.0000

Here are the calculated relative energy (zero: lowest compared OMol25 entry of this formula, charge and spin) numbers, same order: 0.595 3.308 (eV).
Here are the calculated largest force on an atom numbers, same order: 1.00 2.08 (eV/A).
Here are the calculated E numbers, same order: -3364.68644 -9696.29545 (a.u.).